Formula: C21H53N3NaO7
Source: the Open Molecules 2025 dataset
Level of theory: the ωB97M-V functional and the def2-TZVPD basis

Each line ends with the Mulliken charge.
Positions of all 85 atoms, in Å:
Na: -0.327 -0.565 1.277  0.814
O: -4.582 1.043 3.787  -0.363
O: 0.250 4.861 -3.745  -0.301
O: -0.266 0.438 3.365  -0.750
O: 0.253 -2.726 1.296  -0.158
O: -0.614 -0.435 -0.967  0.466
O: 1.119 -3.747 -4.985  -0.354
O: 1.509 0.648 0.911  0.380
N: 2.531 -3.033 -1.745  -0.465
N: -2.464 0.128 0.959  0.146
N: 2.385 3.692 -0.961  -0.352
C: 1.376 3.567 -2.004  -0.225
C: 0.062 0.290 -2.001  -1.878
C: 2.041 -2.529 -0.457  -0.120
C: 1.399 4.816 -2.877  -0.734
C: -3.490 -0.028 1.963  -0.940
C: -1.950 -0.445 -1.299  -0.708
C: 0.429 -0.395 5.464  -1.670
C: -0.120 -0.725 4.113  1.378
C: -3.544 1.184 2.869  -0.352
C: -2.783 -0.769 -0.077  -1.438
C: 1.358 1.979 0.484  -0.474
C: 0.301 6.031 -4.546  -0.787
C: 0.714 -3.152 0.026  -0.553
C: 1.488 -3.052 -2.731  0.311
C: 2.113 -3.229 -4.091  -0.778
C: -1.495 -1.490 4.124  -1.224
C: 0.848 -3.505 2.352  -0.855
C: 2.604 2.501 -0.207  -0.982
C: 2.372 0.445 1.964  -0.893
C: -5.758 1.713 3.233  -0.724
C: 1.711 -4.358 -6.156  -0.817
H: 3.315 -2.379 -2.053  0.318
H: 0.419 1.890 -0.056  0.006
H: 0.528 6.919 -3.986  0.326
H: 3.076 -3.813 -4.188  0.457
H: -1.485 -2.392 4.800  0.468
H: 1.943 -1.452 -0.539  0.112
H: 0.694 -4.269 -0.060  0.490
H: 2.585 -3.828 -6.555  0.339
H: 0.983 -2.048 -2.659  -0.418
H: 0.069 -0.299 -2.947  0.414
H: 1.119 5.942 -5.237  0.341
H: 2.162 4.476 -0.337  0.322
H: -3.689 2.150 2.279  0.505
H: -2.727 1.031 0.491  0.228
H: 0.236 -3.428 3.273  0.208
H: -0.058 -2.793 -0.650  0.003
H: 2.544 -0.631 1.970  0.054
H: 2.819 -2.758 0.272  0.302
H: 1.973 0.784 2.893  0.209
H: -4.494 -0.015 1.573  0.696
H: -3.520 -0.943 2.578  0.342
H: 3.338 0.891 1.752  0.493
H: 2.002 -5.391 -6.011  0.310
H: 2.473 -2.307 -4.501  0.434
H: 0.781 -3.795 -2.478  0.258
H: -2.261 -0.831 4.491  0.429
H: 0.415 3.500 -1.542  0.224
H: -2.051 -1.324 -1.955  0.254
H: 0.888 -4.576 2.096  0.386
H: -0.275 1.330 -2.114  0.511
H: 2.234 4.891 -3.522  0.479
H: -2.634 1.251 3.454  -0.346
H: 1.125 2.585 1.334  0.563
H: -6.592 1.538 3.869  0.315
H: 0.988 -4.311 -6.948  0.272
H: -6.034 1.440 2.236  0.307
H: -5.534 2.800 3.241  0.282
H: 1.110 0.285 -1.731  0.545
H: -2.312 0.471 -1.798  0.522
H: -0.602 6.193 -5.192  0.243
H: -1.733 -1.829 3.122  0.156
H: 3.415 2.639 0.525  0.414
H: -3.720 -0.723 -0.453  0.887
H: 1.470 2.625 -2.596  0.135
H: 1.455 5.719 -2.269  0.383
H: 2.957 1.784 -0.925  0.316
H: 1.882 -3.131 2.563  0.280
H: 0.596 -1.322 5.959  0.438
H: 1.386 0.078 5.400  0.440
H: -0.219 0.287 6.034  0.422
H: -2.679 -1.842 0.150  0.374
H: 0.563 -1.380 3.611  -0.466
H: -0.435 1.151 4.010  0.411

Cartesian forces (eV/Å) of the 3 atoms listed first:
Na 0.24 0.13 0.14
O -1.82 0.56 -0.78
O -0.20 0.21 0.77

The relative energy (zero: lowest compared OMol25 entry of this formula, charge and spin) comes out at 0.30 kcal per mole. As for the net charge: +1. The HOMO energy comes out at -11.2491 eV. The frontier orbital gap comes out at 9.17 eV. The value obtained for the energy is -45846.2375 eV. As for the spin multiplicity: 1.